(1)
The following is a DFT calculation (ωB97M-V/def2-TZVPD) of a 18-piece molecular cluster, C45H122N4O18 overall in a non-equilibrium geometry.

Last column: Mulliken charge in e.
Positions of all 189 atoms, in Å:
O: -8.7429 -10.9154 -16.4697  0.035
H: -8.1626 -10.4244 -15.8880  0.001
H: -8.9250 -11.7278 -15.9973  -0.028
O: -6.6649 -9.4853 -14.7036  -0.614
H: -5.8492 -9.9809 -14.7763  0.291
H: -6.4891 -8.6648 -15.1640  0.262
O: -13.0359 -9.3559 -22.6235  -0.592
H: -13.8615 -9.8236 -22.7493  0.270
H: -12.6395 -9.7706 -21.8572  0.392
O: -9.3448 -11.3406 -19.2638  0.878
H: -8.4183 -11.2453 -19.4845  0.100
H: -9.3724 -11.2723 -18.3094  -0.272
O: -10.6603 -13.7891 -20.6556  -0.614
H: -11.3036 -13.0812 -20.6929  0.311
H: -9.8516 -13.3637 -20.3705  0.170
O: -5.4458 -12.6471 -17.5760  -0.386
H: -5.6734 -12.6702 -16.6465  0.187
H: -5.8848 -11.8653 -17.9111  0.236
O: -11.9225 -10.6602 -20.3638  -0.298
H: -11.0331 -10.4931 -20.0518  -0.164
H: -12.4264 -10.8366 -19.5693  0.251
O: -6.5050 -11.0413 -19.3679  -0.047
H: -6.5395 -10.1186 -19.1157  0.168
H: -6.1532 -11.0337 -20.2581  -0.166
O: -6.0000 -7.8909 -19.2462  -0.596
H: -5.3774 -7.4370 -19.8141  0.287
H: -6.8503 -7.7530 -19.6637  0.278
O: -8.9662 -7.7421 -20.1826  -0.473
H: -8.9937 -7.6596 -21.1358  0.332
H: -9.8705 -7.5996 -19.9032  0.050
O: -7.4703 -13.1784 -15.0846  -0.447
H: -8.0457 -13.8761 -14.7709  0.246
H: -6.6626 -13.6274 -15.3342  0.195
C: -10.8417 -5.7692 -22.1176  -2.126
C: -10.1556 -6.2780 -23.4088  0.862
C: -9.2073 -5.0885 -23.7396  -0.949
C: -8.2492 -5.3982 -24.8808  -0.846
C: -7.4428 -6.6520 -24.7192  -1.144
C: -8.2839 -7.9387 -24.1908  1.575
N: -9.2899 -7.4315 -23.2001  0.616
O: -9.9822 -8.4309 -22.6004  0.480
C: -8.9285 -8.6482 -25.3523  -1.855
C: -7.2408 -8.9173 -23.6148  -2.421
C: -11.3825 -6.5228 -24.3855  -1.258
H: -11.5813 -4.9868 -22.2880  0.571
H: -10.1646 -5.3143 -21.3946  0.301
H: -11.4276 -6.5695 -21.6656  0.416
H: -9.7775 -4.2725 -24.1836  0.350
H: -8.5492 -4.8122 -22.9158  0.411
H: -7.5913 -4.5662 -25.1319  0.412
H: -8.8169 -5.5350 -25.8011  0.340
H: -6.5534 -6.5298 -24.1010  0.466
H: -7.1367 -6.8902 -25.7379  0.344
H: -9.3020 -7.9020 -26.0536  0.359
H: -8.3193 -9.4497 -25.7703  0.645
H: -9.8593 -9.1758 -25.1439  0.194
H: -6.6220 -9.3929 -24.3757  0.507
H: -6.5334 -8.4350 -22.9402  0.446
H: -7.8205 -9.7317 -23.1802  0.436
H: -11.7778 -7.5151 -24.1684  0.104
H: -10.9413 -6.5801 -25.3806  0.279
H: -12.1924 -5.8071 -24.2443  0.484
H: -10.6466 -8.7436 -23.2188  -0.017
C: -5.7524 -13.2775 -24.5727  -1.977
C: -7.2851 -13.5634 -24.4248  3.393
C: -8.0925 -12.5606 -25.1846  -1.242
C: -8.2236 -12.8583 -26.7286  -1.070
C: -8.8522 -14.2864 -26.8172  -1.536
C: -7.9158 -15.4108 -26.1594  1.662
N: -7.6482 -15.0247 -24.7493  0.366
O: -7.0089 -16.0275 -24.1024  -0.511
C: -8.7006 -16.7188 -26.1544  -2.143
C: -6.7523 -15.4094 -27.1278  -1.746
C: -7.7213 -13.3040 -22.9856  -1.470
H: -5.2671 -14.2178 -24.8345  0.453
H: -5.2965 -12.8889 -23.6621  0.322
H: -5.4682 -12.5716 -25.3531  0.382
H: -9.1051 -12.3882 -24.8199  0.575
H: -7.7871 -11.5146 -25.1561  -0.419
H: -7.3126 -12.6642 -27.2947  0.471
H: -8.9319 -12.1900 -27.2183  0.521
H: -9.1665 -14.6889 -27.7801  0.570
H: -9.7529 -14.2496 -26.2045  0.439
H: -8.1252 -17.5569 -25.7612  0.447
H: -9.6604 -16.6050 -25.6505  0.388
H: -8.9842 -17.0604 -27.1498  0.483
H: -6.8280 -15.1773 -28.1901  0.272
H: -6.0109 -14.7065 -26.7478  0.428
H: -6.1280 -16.2877 -26.9638  0.408
H: -8.8042 -13.4102 -22.9217  0.834
H: -7.3669 -12.3062 -22.7268  0.148
H: -7.3411 -13.9589 -22.2016  -0.793
H: -7.7434 -16.5444 -23.7634  0.382
C: -13.2751 -13.0722 -15.2680  -2.084
C: -13.1750 -13.5510 -16.7364  1.729
C: -13.2240 -15.1338 -16.7834  -1.183
C: -13.6772 -15.5594 -18.1820  -0.459
C: -14.9356 -14.9293 -18.6929  -1.249
C: -14.8742 -13.3782 -18.8226  1.790
N: -14.3103 -12.9096 -17.5270  0.132
O: -14.2559 -11.5779 -17.4034  -0.279
C: -14.0265 -12.9295 -19.9609  -1.215
C: -16.2569 -12.7629 -19.0500  -2.179
C: -11.7220 -13.1970 -17.2468  -0.995
H: -12.5682 -13.3751 -14.4956  0.422
H: -14.3114 -13.2125 -14.9606  0.505
H: -13.0260 -12.0190 -15.3976  0.349
H: -12.3234 -15.6817 -16.5062  0.353
H: -13.9636 -15.3275 -16.0065  0.451
H: -13.8796 -16.6257 -18.2827  0.427
H: -12.8797 -15.4169 -18.9113  0.181
H: -15.7638 -15.2486 -18.0602  0.268
H: -15.0415 -15.3091 -19.7091  0.485
H: -14.1760 -13.4952 -20.8805  0.389
H: -14.0777 -11.8560 -20.1427  0.370
H: -12.9717 -13.1296 -19.7728  -0.266
H: -16.7303 -13.2533 -19.9006  0.427
H: -16.9024 -12.8627 -18.1775  0.467
H: -16.1981 -11.6980 -19.2750  0.357
H: -11.7720 -12.1170 -17.3858  -0.485
H: -11.3996 -13.6376 -18.1902  0.273
H: -11.0362 -13.5192 -16.4632  0.589
H: -14.9799 -11.5054 -16.7771  0.372
C: -7.2168 -9.0695 -10.3954  -1.886
C: -8.2059 -10.2011 -9.9981  1.398
C: -9.3361 -9.5010 -9.1726  -0.961
C: -10.6720 -10.2690 -9.1609  -0.913
C: -11.1265 -10.7964 -10.5222  -1.080
C: -9.9850 -11.5001 -11.2916  2.654
N: -8.7740 -10.6413 -11.2784  0.232
O: -7.7584 -11.2029 -12.1164  -0.390
C: -9.7694 -12.8759 -10.8297  -1.900
C: -10.5570 -11.5713 -12.6995  -3.078
C: -7.4207 -11.2822 -9.2365  -1.634
H: -7.7976 -8.2246 -10.7654  0.410
H: -6.6136 -9.2700 -11.2808  0.393
H: -6.5319 -8.7156 -9.6248  0.414
H: -8.8815 -9.5595 -8.1836  0.401
H: -9.6061 -8.5061 -9.5269  0.377
H: -11.4690 -9.6450 -8.7564  0.444
H: -10.6045 -11.0800 -8.4358  0.317
H: -11.6002 -9.9709 -11.0535  0.394
H: -11.8930 -11.5692 -10.4639  0.447
H: -10.6058 -13.5470 -11.0246  0.448
H: -8.9212 -13.4153 -11.2513  0.273
H: -9.5064 -12.8554 -9.7721  0.394
H: -11.3695 -12.2762 -12.8758  0.445
H: -10.6275 -10.5693 -13.1226  0.750
H: -9.9269 -11.9637 -13.4977  0.245
H: -7.1577 -12.1654 -9.8187  0.208
H: -8.1704 -11.6365 -8.5291  0.441
H: -6.5314 -10.9500 -8.7009  0.415
H: -7.9149 -10.7073 -12.9235  0.292
C: -3.7787 -10.8166 -20.6637  -0.703
C: -2.3842 -11.2446 -20.0346  0.394
C: -1.3340 -10.1116 -19.9879  -1.410
O: -2.7390 -11.5163 -18.6419  -0.579
H: -4.2329 -10.0058 -20.0942  0.206
H: -4.4079 -11.6995 -20.7761  0.048
H: -3.6313 -10.2919 -21.6076  0.444
H: -1.9856 -12.1449 -20.5022  0.277
H: -0.4760 -10.3163 -19.3476  0.368
H: -1.8724 -9.2066 -19.7066  0.306
H: -0.8954 -9.8834 -20.9594  0.360
H: -3.4331 -12.1794 -18.6294  0.282
C: -12.2622 -9.2412 -16.2860  -0.032
C: -11.9294 -7.8272 -16.6296  0.385
C: -10.9898 -7.6945 -17.9066  -0.948
O: -13.1226 -7.2205 -16.9890  -0.586
H: -11.5393 -9.6035 -15.5550  -0.222
H: -11.9234 -9.8769 -17.1041  -0.435
H: -13.2978 -9.3668 -15.9700  0.379
H: -11.5622 -7.2257 -15.7981  0.319
H: -11.1131 -6.6524 -18.2011  0.505
H: -11.1289 -8.4673 -18.6626  -0.166
H: -9.9328 -7.8389 -17.6828  0.436
H: -12.9156 -6.3489 -17.3339  0.307
C: -5.9892 -15.1536 -19.6518  -1.140
C: -6.5142 -16.5570 -19.8387  0.595
C: -7.8132 -16.8668 -19.1338  -1.298
O: -6.6910 -16.7576 -21.2838  -0.541
H: -5.2976 -15.1059 -18.8107  0.487
H: -6.8160 -14.4631 -19.4857  0.059
H: -5.4852 -14.8123 -20.5561  0.337
H: -5.7591 -17.2152 -19.4089  0.277
H: -8.6376 -16.4100 -19.6813  0.217
H: -7.8973 -16.5750 -18.0870  0.312
H: -8.1588 -17.9005 -19.1308  0.389
H: -7.0317 -15.9405 -21.6551  0.220

electronic energy	-91451.370	eV
spin multiplicity	1
net charge	0

(2)
The following is a DFT calculation (ωB97M-V/def2-TZVPD) of a 7-piece molecular cluster, C45H127N19O7P6 overall in a non-equilibrium geometry.

Last column: Löwdin spin population.
Positions of all 204 atoms, in Å:
O: 2.9357 -1.9356 -3.9398  0.000
P: 4.2234 -2.1132 -3.2433  0.000
N: 5.2836 -2.8584 -4.2357  0.000
C: 5.2403 -2.5377 -5.6453  0.000
C: 6.5779 -3.4780 -3.7783  0.000
N: 3.9958 -3.1101 -1.8673  0.000
C: 5.1852 -3.2891 -0.8684  0.000
C: 3.1290 -4.3223 -1.9358  0.000
N: 4.9992 -0.7644 -2.6479  0.000
C: 4.4012 -0.2078 -1.4294  0.000
C: 5.9846 0.0445 -3.4241  0.000
H: 4.8732 -3.2644 -6.3701  0.000
H: 6.2794 -2.2746 -5.8430  0.000
H: 4.6168 -1.6616 -5.8236  0.000
H: 7.1966 -2.8406 -3.1466  0.000
H: 7.1828 -3.7093 -4.6551  0.000
H: 6.2505 -4.3391 -3.1958  0.000
H: 4.9810 -2.7494 0.0563  0.000
H: 5.5112 -4.3268 -0.7965  0.000
H: 6.0364 -2.8849 -1.4163  0.000
H: 2.1198 -4.1677 -2.3174  0.000
H: 3.7249 -4.9250 -2.6213  0.000
H: 3.1215 -4.6863 -0.9084  0.000
H: 4.7190 -0.7721 -0.5526  0.000
H: 4.5212 0.8706 -1.3261  0.000
H: 3.3481 -0.3782 -1.6531  0.000
H: 6.2097 -0.5121 -4.3339  0.000
H: 6.9312 0.2270 -2.9155  0.000
H: 5.6005 1.0148 -3.7388  0.000
O: -7.5251 0.8487 4.7854  0.000
P: -6.1183 1.2612 4.3064  0.000
N: -5.9494 2.1398 2.9947  0.000
C: -7.0692 2.6600 2.1378  0.000
C: -4.6690 2.6976 2.5531  0.000
N: -5.1974 -0.1730 3.9656  0.000
C: -3.7396 -0.1633 3.7200  0.000
C: -5.6708 -1.5497 3.9208  0.000
N: -5.2109 2.0272 5.5782  0.000
C: -5.3800 3.4889 5.7710  0.000
C: -4.8130 1.3072 6.8374  0.000
H: -7.8653 1.9188 2.0679  0.000
H: -6.7000 2.8878 1.1379  0.000
H: -7.3256 3.6026 2.6214  0.000
H: -4.1612 3.0842 3.4368  0.000
H: -4.7210 3.4953 1.8121  0.000
H: -4.0851 1.9438 2.0249  0.000
H: -3.2855 -0.4341 4.6732  0.000
H: -3.5288 -0.7916 2.8547  0.000
H: -3.4853 0.8779 3.5216  0.000
H: -6.0288 -1.6958 4.9399  0.000
H: -6.5211 -1.5205 3.2394  0.000
H: -5.0050 -2.2962 3.4876  0.000
H: -4.5043 4.0249 6.1370  0.000
H: -5.3995 3.9386 4.7783  0.000
H: -6.3537 3.7562 6.1815  0.000
H: -4.6849 1.8741 7.7595  0.000
H: -3.8066 0.8953 6.7631  0.000
H: -5.5280 0.5724 7.2074  0.000
O: -4.0767 -1.8553 -6.7822  0.005
P: -2.7287 -1.3565 -6.9379  -0.010
N: -1.7525 -1.1730 -5.5104  0.295
C: -2.0429 -2.1364 -4.5119  0.030
C: -0.3810 -0.5549 -5.4838  0.019
N: -2.7392 0.0651 -7.8295  0.011
C: -2.9292 1.3588 -7.1328  0.003
C: -3.3951 0.0026 -9.1560  0.001
N: -1.7241 -2.4304 -7.8608  0.437
C: -2.0434 -3.8554 -8.0267  0.046
C: -0.5298 -1.8666 -8.5267  0.047
H: -3.1045 -2.1155 -4.2658  0.002
H: -1.5027 -1.9883 -3.5768  0.006
H: -1.5921 -3.1066 -4.7207  0.014
H: 0.3495 -1.3638 -5.4954  0.008
H: -0.2393 0.0673 -4.6001  0.008
H: -0.2422 0.1044 -6.3406  -0.001
H: -3.9564 1.1477 -6.8355  0.000
H: -2.5541 1.5920 -6.1363  0.001
H: -2.8736 2.2365 -7.7768  0.000
H: -3.2428 0.8213 -9.8594  0.000
H: -3.2869 -0.9151 -9.7341  0.000
H: -4.4676 0.0315 -8.9640  0.000
H: -1.2020 -4.5351 -8.1616  0.000
H: -2.4574 -4.2682 -7.1068  0.011
H: -2.8109 -3.9526 -8.7945  0.023
H: -0.1503 -0.8670 -8.3148  0.006
H: -0.8297 -1.6080 -9.5422  0.029
H: 0.1942 -2.6716 -8.6531  0.003
O: -1.8869 -0.2514 1.6291  0.000
P: -1.4155 -0.9819 0.4234  0.000
N: 0.2902 -0.8766 0.0235  0.000
C: 0.8918 -1.8381 -1.0211  0.000
C: 1.1592 -0.1562 0.8591  0.000
N: -2.2047 -0.5664 -0.8527  0.000
C: -3.5347 -1.0708 -1.1795  0.000
C: -1.9125 0.7384 -1.5386  0.000
N: -1.5881 -2.6918 0.5546  0.000
C: -1.2890 -3.1867 1.8902  0.000
C: -1.7003 -3.6862 -0.4853  0.000
H: 0.5547 -2.8734 -0.9692  0.000
H: 1.9581 -1.6356 -0.9206  0.000
H: 0.5453 -1.6152 -2.0302  0.000
H: 0.5106 0.5727 1.3449  0.000
H: 2.0598 0.0807 0.2925  0.000
H: 1.4083 -0.7678 1.7262  0.000
H: -4.2997 -0.4180 -0.7590  0.000
H: -3.7064 -1.1435 -2.2535  0.000
H: -3.4845 -2.1074 -0.8466  0.000
H: -2.8271 0.9472 -2.0936  0.000
H: -1.8264 1.4436 -0.7120  0.000
H: -1.0881 0.6541 -2.2468  0.000
H: -0.2207 -3.0056 2.0083  0.000
H: -1.6976 -2.6286 2.7326  0.000
H: -1.5306 -4.2267 2.1096  0.000
H: -1.8872 -3.4331 -1.5289  0.000
H: -2.6346 -4.2138 -0.2934  0.000
H: -0.8917 -4.4165 -0.4541  0.000
O: 2.0486 -4.7530 8.1536  0.000
P: 2.3267 -5.3818 6.8120  0.000
N: 0.9518 -5.8250 5.8094  0.000
C: -0.3176 -5.6029 6.5081  0.000
C: 1.0495 -5.9946 4.2933  0.000
N: 3.2528 -6.8862 6.9753  0.000
C: 4.6877 -6.9633 7.2259  0.000
C: 2.5455 -8.1565 7.5154  0.000
N: 3.2537 -4.3166 5.8504  0.000
C: 3.5656 -2.8885 6.0580  0.000
C: 4.2312 -4.8385 4.8806  0.000
H: -0.6661 -4.5814 6.6601  0.000
H: -0.3415 -6.1332 7.4601  0.000
H: -1.0823 -6.1339 5.9412  0.000
H: 0.0890 -5.7890 3.8207  0.000
H: 1.5404 -6.9538 4.1291  0.000
H: 1.6799 -5.1965 3.9014  0.000
H: 4.7331 -7.4418 8.2042  0.000
H: 5.0276 -7.7362 6.5366  0.000
H: 5.2428 -6.0272 7.1639  0.000
H: 2.5974 -9.0020 6.8295  0.000
H: 2.9970 -8.5126 8.4414  0.000
H: 1.5000 -7.8983 7.6839  0.000
H: 4.3146 -2.6562 6.8151  0.000
H: 4.1002 -2.6069 5.1508  0.000
H: 2.6920 -2.2377 6.0219  0.000
H: 4.1753 -4.3719 3.8971  0.000
H: 4.2542 -5.9283 4.8821  0.000
H: 5.2400 -4.6284 5.2359  0.000
O: 2.6558 2.8986 2.0239  0.000
P: 1.6634 3.5314 2.9557  0.000
N: 0.4429 4.2186 2.0304  0.000
C: -0.2565 3.4242 1.0424  0.000
C: 0.6893 5.5290 1.4532  0.000
N: 2.3334 4.7649 4.0015  0.000
C: 3.7154 5.1940 3.9589  0.000
C: 1.5410 5.5165 4.8934  0.000
N: 0.7658 2.4526 4.0364  0.000
C: 1.4936 1.5484 4.9288  0.000
C: -0.5698 2.7124 4.5107  0.000
H: 0.4571 3.1533 0.2642  0.000
H: -1.0956 3.8729 0.5107  0.000
H: -0.7323 2.6178 1.6004  0.000
H: -0.0135 5.8506 0.6846  0.000
H: 1.6994 5.6120 1.0521  0.000
H: 0.5814 6.3154 2.2002  0.000
H: 3.9372 5.7716 3.0616  0.000
H: 4.1222 5.7061 4.8310  0.000
H: 4.3780 4.3341 4.0575  0.000
H: 1.8796 5.5301 5.9294  0.000
H: 1.4595 6.5365 4.5178  0.000
H: 0.5105 5.1702 4.8136  0.000
H: 0.9623 0.5967 4.9351  0.000
H: 2.5269 1.3630 4.6355  0.000
H: 1.6489 1.8634 5.9607  0.000
H: -1.1400 3.1974 3.7184  0.000
H: -0.5066 3.2913 5.4321  0.000
H: -1.1488 1.8195 4.7466  0.000
C: 0.9387 2.8405 -2.9158  0.000
C: 0.4504 4.0926 -3.6870  0.000
C: -0.8433 3.6169 -4.4459  0.000
C: -1.8607 4.7927 -4.8026  0.000
C: -2.1549 5.6914 -3.6916  0.000
C: -0.8113 6.1496 -2.9800  0.000
N: 0.0756 5.0638 -2.6659  0.000
O: 1.1002 5.6051 -1.9280  0.000
C: -0.1618 7.4265 -3.6319  0.000
C: -1.4650 6.6624 -1.6268  0.000
C: 1.6164 4.5664 -4.6772  0.000
H: 0.2298 2.4429 -2.1896  0.000
H: 1.8039 3.0982 -2.3049  0.000
H: 1.4396 2.0918 -3.5295  0.000
H: -0.5955 3.2477 -5.4410  0.000
H: -1.3645 2.7678 -4.0037  0.000
H: -2.7516 4.3435 -5.2414  0.000
H: -1.4426 5.3511 -5.6401  0.000
H: -2.8669 5.1628 -3.0577  0.000
H: -2.7421 6.5575 -3.9965  0.000
H: -0.5591 8.3037 -3.1213  0.000
H: 0.9009 7.5307 -3.4127  0.000
H: -0.2866 7.4583 -4.7143  0.000
H: -2.3818 7.2426 -1.7311  0.000
H: -1.7213 5.9587 -0.8349  0.000
H: -0.7982 7.3339 -1.0860  0.000
H: 2.5117 4.9197 -4.1654  0.000
H: 1.1129 5.4323 -5.1070  0.000
H: 1.9098 3.7634 -5.3534  0.000
H: 0.7409 5.3553 -1.0736  0.000

electronic energy	-147092.413	eV
spin multiplicity	2
net charge	+1